56
Properties=species:S:1:pos:R:3 method="wB97M-V/def2-TZVPD" spin_multiplicity=2 lumo_ev="0.18 / 0.19" s_squared=0.751 homo_ev="-7.0 / -7.0" e_tot_ha=-2365.80179
C -1.0587 2.9654 -2.5998
C -1.0419 1.9293 -1.6652
N 0.0867 1.6173 -0.9690
C 1.2692 2.1849 -1.3113
C 1.2970 3.1316 -2.3233
C 0.1338 3.5952 -2.9196
C -2.2305 1.0446 -1.5799
P -2.5486 -0.0626 -0.1347
Ce -0.0616 0.2905 1.1580
P 2.5360 0.0748 0.1616
C 2.5423 1.7775 -0.5822
C -0.1617 -1.9282 1.8687
C -0.5868 -1.5946 3.1501
C -0.5563 -2.6398 4.0938
C -0.1071 -3.8903 3.7096
C 0.3404 -4.1871 2.4059
C 0.3327 -3.1561 1.4369
O -1.6778 -0.6130 -3.4144
O 0.7413 -0.9122 -2.8922
H -2.0027 3.2048 -3.0785
H 2.2545 3.5739 -2.5771
H 0.1734 4.3554 -3.6929
C -3.7438 0.9149 0.8838
C -3.6269 -1.3246 -0.8563
H 3.3460 1.7316 -1.3336
H 2.7987 2.5370 0.1873
H -2.0195 0.3338 -2.4138
H -3.1697 1.5052 -1.8808
C 3.6946 0.3451 1.5612
C 3.5227 -0.8584 -1.0310
H -0.9860 -0.5913 3.3659
H -0.9172 -2.4939 5.1105
H -0.0990 -4.7125 4.4164
H 0.6458 -5.2110 2.1444
H 0.6362 -3.2457 0.3671
H 0.4918 -1.4169 -2.0045
H 0.9917 -1.6825 -3.4394
H -0.7126 -0.7574 -3.2641
H -1.8142 -0.1315 -4.2584
H 0.1455 -1.8487 -0.9936
H -4.6825 1.0879 0.3348
H -3.9878 0.3555 1.7982
H -3.3555 1.8872 1.2193
H -4.6609 -0.9831 -0.8964
H -3.3054 -1.6035 -1.8592
H -3.5785 -2.2127 -0.2279
H 4.5106 -0.3854 -1.0976
H 3.6028 -1.8896 -0.6575
H 3.0334 -0.8497 -2.0144
H 4.6817 0.6254 1.1713
H 3.3689 1.1130 2.2783
H 3.7939 -0.5856 2.1310
F 0.9981 3.2334 2.4504
C 0.3636 2.0935 2.9626
F 1.1502 1.6804 4.0403
F -0.7903 2.5788 3.5611